# 1
46
Properties=species:S:1:pos:R:3 method="wB97M-V/def2-TZVPD" gap_ev="6.32 / 3.03" e_homo_ev="-14.512 / -14.506" s_squared=6.07 spin_multiplicity=5 total_charge=+2
C -1.536 1.927 -2.582
C -0.748 2.954 -1.639
H -1.042 1.636 -3.584
H -2.172 2.645 -3.132
H -2.263 1.248 -2.118
H 0.337 2.812 -1.386
H -0.689 3.882 -2.220
H -1.329 3.140 -0.736
C 2.446 -1.201 -2.026
C 3.517 -2.049 -1.740
C 4.173 -1.871 -0.527
C 3.715 -0.876 0.330
H 1.880 -1.306 -2.960
H 3.781 -2.813 -2.466
H 5.020 -2.490 -0.242
H 4.177 -0.723 1.299
N 2.003 -0.244 -1.217
C 2.633 -0.038 -0.037
C 2.163 1.058 0.838
N 1.153 1.830 0.397
C 0.643 2.750 1.234
C 2.293 2.332 2.917
C 1.204 3.077 2.473
H -0.258 3.266 0.906
H 0.753 3.887 3.044
C 2.747 1.293 2.111
H 3.556 0.650 2.437
H 2.769 2.544 3.870
Ru 0.003 0.834 -1.893
I -0.061 -0.409 -4.239
O -0.103 -2.320 -1.254
C -0.928 -1.665 -0.612
N -0.878 -0.260 -0.491
S -1.621 0.257 0.989
O -0.688 0.207 2.090
O -2.408 1.444 0.780
C -2.586 -1.209 1.033
C -3.633 -1.492 1.901
C -4.212 -2.765 1.832
C -3.711 -3.734 0.947
C -2.635 -3.438 0.113
C -2.094 -2.150 0.146
H -3.972 -0.725 2.593
H -5.047 -3.008 2.479
H -4.161 -4.726 0.915
H -2.193 -4.156 -0.576


# 2
19
Properties=species:S:1:pos:R:3 method="wB97M-V/def2-TZVPD" gap_ev="2.92 / 6.59" e_homo_ev="4.001 / 0.411" s_squared=0.75 e_above_lowest_kcal_mol=44.71 spin_multiplicity=2 total_charge=-2
C -0.448 1.370 2.382
N -0.636 0.187 1.489
C 0.096 0.325 0.256
C 0.219 -1.102 -0.436
C -0.599 -1.378 -1.727
O -0.274 -0.458 -2.616
C 1.537 0.860 0.296
H -0.914 1.106 3.401
H 0.655 1.663 2.331
H -1.144 2.181 2.068
H -1.631 -0.093 1.322
H -0.420 0.948 -0.446
H -0.108 -1.918 0.167
H 1.364 -1.245 -0.869
H -1.648 -1.441 -1.314
H -0.107 -2.405 -1.807
H 2.123 0.146 0.807
H 2.024 1.192 -0.632
H 1.615 1.768 0.851


# 3
208
Properties=species:S:1:pos:R:3 method="wB97M-V/def2-TZVPD" gap_ev=8.49 e_homo_ev=-8.002 spin_multiplicity=1 smiles=COC[C@H](C)N.COC[C@H](C)N.COCCNCCOC.COCCNCCOC.COCCNCCOC.COCCNCCOC.COCCNCCOC.COCCNCCOC.OCCO.OCCO.OCCO total_charge=0
C 1.594 -2.731 -0.586
O 1.633 -1.318 -0.687
C 0.433 -0.735 -1.081
C 0.346 0.633 -0.519
C 0.389 0.628 0.994
N -0.830 1.358 -1.017
H 1.547 -3.283 -1.563
H 0.741 -3.060 -0.020
H 2.500 -3.174 -0.084
H 0.272 -0.871 -2.167
H -0.308 -1.334 -0.584
H 1.208 1.165 -0.875
H -0.415 0.085 1.444
H 0.212 1.676 1.281
H 1.336 0.181 1.341
H -1.107 1.089 -1.942
H -1.646 1.148 -0.460
C 1.790 -2.063 7.517
O 1.189 -1.823 6.266
C -0.211 -1.567 6.428
C -1.058 -1.522 5.178
C -0.595 -0.375 4.314
N -2.461 -1.578 5.563
H 1.437 -1.278 8.154
H 2.839 -2.112 7.419
H 1.350 -2.996 7.952
H -0.476 -2.483 7.037
H -0.238 -0.636 7.053
H -0.756 -2.428 4.616
H -1.192 -0.304 3.378
H 0.430 -0.520 4.019
H -0.682 0.603 4.875
H -2.829 -2.505 5.690
H -3.128 -1.182 4.938
C 4.529 -0.600 1.572
O 4.456 0.002 2.860
C 3.156 -0.050 3.513
C 3.300 0.637 4.889
N 3.153 2.087 5.006
C 1.850 2.671 4.720
C 2.009 4.169 4.496
O 2.628 4.508 3.240
C 2.654 5.919 2.940
H 4.292 -1.674 1.577
H 5.498 -0.471 1.104
H 3.742 -0.151 0.906
H 2.888 -1.075 3.690
H 2.261 0.380 2.898
H 4.352 0.505 5.222
H 2.593 0.175 5.570
H 3.826 2.648 4.522
H 1.192 2.577 5.616
H 1.251 2.209 3.844
H 2.616 4.657 5.247
H 1.055 4.647 4.572
H 3.119 6.038 1.924
H 3.189 6.504 3.720
H 1.647 6.274 2.866
C 4.560 3.081 1.634
O 4.161 4.087 0.712
C 3.687 3.522 -0.526
C 3.274 4.701 -1.396
N 2.501 4.296 -2.532
C 1.035 4.120 -2.437
C 0.528 3.439 -3.695
O 0.891 4.265 -4.802
C 1.051 3.570 -6.018
H 5.280 2.399 1.185
H 3.665 2.560 1.939
H 4.870 3.560 2.576
H 2.895 2.765 -0.391
H 4.554 3.021 -1.075
H 4.185 5.195 -1.731
H 2.696 5.459 -0.823
H 2.687 4.776 -3.408
H 0.490 5.099 -2.352
H 0.767 3.577 -1.501
H -0.542 3.261 -3.653
H 1.050 2.495 -3.858
H 0.106 3.385 -6.532
H 1.577 2.627 -5.876
H 1.683 4.194 -6.669
C -0.778 -7.037 6.064
O -1.879 -6.562 5.297
C -1.497 -5.504 4.469
C -2.393 -5.429 3.253
N -2.061 -4.187 2.562
C -2.883 -3.867 1.443
C -2.887 -2.304 1.159
O -3.535 -1.741 2.258
C -3.690 -0.329 2.188
H -1.112 -7.906 6.630
H -0.405 -6.276 6.803
H 0.020 -7.283 5.360
H -0.480 -5.647 4.068
H -1.491 -4.479 4.919
H -3.445 -5.569 3.643
H -2.157 -6.194 2.579
H -2.090 -3.389 3.192
H -3.945 -4.051 1.578
H -2.556 -4.318 0.505
H -3.344 -2.053 0.169
H -1.813 -2.008 1.070
H -4.594 -0.101 1.609
H -2.778 0.121 1.787
H -3.898 0.044 3.188
C -3.348 -1.817 -7.442
O -2.975 -0.577 -6.811
C -1.556 -0.504 -6.692
C -1.223 0.422 -5.452
N -1.880 0.001 -4.185
C -1.707 -1.400 -3.824
C -2.369 -1.681 -2.490
O -3.795 -1.577 -2.523
C -4.477 -2.416 -3.385
H -3.030 -1.884 -8.519
H -4.447 -1.857 -7.491
H -2.959 -2.714 -6.956
H -1.130 -0.093 -7.626
H -1.145 -1.467 -6.470
H -1.626 1.396 -5.757
H -0.155 0.424 -5.224
H -2.915 0.141 -4.297
H -0.629 -1.629 -3.659
H -2.049 -2.018 -4.634
H -2.064 -0.930 -1.781
H -2.008 -2.692 -2.163
H -4.400 -3.413 -3.003
H -4.118 -2.372 -4.420
H -5.497 -2.121 -3.414
C -1.021 -4.535 -4.665
O -0.071 -3.760 -5.398
C 1.060 -4.540 -5.704
C 2.095 -3.891 -6.565
N 2.977 -2.990 -5.845
C 2.433 -1.715 -5.621
C 2.900 -1.197 -4.284
O 2.475 0.172 -4.136
C 3.127 0.706 -3.035
H -1.638 -5.123 -5.334
H -1.643 -3.871 -4.092
H -0.513 -5.304 -4.070
H 0.735 -5.450 -6.255
H 1.599 -4.801 -4.744
H 1.589 -3.344 -7.405
H 2.719 -4.674 -7.019
H 3.920 -2.971 -6.212
H 1.369 -1.781 -5.495
H 2.556 -0.924 -6.396
H 4.015 -1.231 -4.226
H 2.459 -1.718 -3.450
H 2.878 1.758 -2.996
H 4.235 0.703 -3.077
H 2.851 0.227 -2.088
C -1.126 4.829 2.105
O -2.372 4.709 2.805
C -2.799 3.411 2.894
C -4.354 3.517 2.843
N -4.756 4.130 1.567
C -6.144 4.427 1.436
C -6.514 5.088 0.131
O -5.862 6.353 0.125
C -6.085 6.969 -1.135
H -0.324 4.329 2.719
H -0.848 5.859 1.939
H -1.110 4.399 1.086
H -2.529 2.909 3.847
H -2.478 2.793 2.041
H -4.662 4.200 3.711
H -4.878 2.579 2.971
H -4.176 4.957 1.421
H -6.587 5.017 2.247
H -6.683 3.473 1.535
H -7.582 5.146 0.023
H -6.155 4.438 -0.711
H -5.608 6.412 -1.921
H -5.595 7.911 -1.031
H -7.109 7.081 -1.367
O -3.885 2.298 -0.267
C -4.058 2.670 -1.640
C -3.347 3.960 -2.083
O -2.058 4.079 -1.557
H -4.333 3.015 0.260
H -3.601 1.839 -2.175
H -5.097 2.727 -1.926
H -3.958 4.844 -1.810
H -3.364 3.921 -3.223
H -1.584 3.257 -1.268
O 7.032 -1.659 -0.275
C 6.700 -3.008 -0.441
C 5.292 -3.224 -1.070
O 5.412 -2.992 -2.518
H 7.966 -1.430 -0.113
H 7.299 -3.382 -1.301
H 6.762 -3.535 0.469
H 4.457 -2.646 -0.610
H 5.028 -4.278 -0.979
H 5.390 -2.032 -2.614
O 3.415 -4.798 1.489
C 3.137 -4.190 2.761
C 1.759 -3.498 2.747
O 0.962 -4.475 2.131
H 2.644 -5.383 1.325
H 3.150 -4.954 3.529
H 3.883 -3.430 2.970
H 1.803 -2.583 2.153
H 1.382 -3.302 3.773
H 0.014 -4.377 2.365


# 4
16
Properties=species:S:1:pos:R:3 method="wB97M-V/def2-TZVPD" gap_ev=7.78 e_homo_ev=-13.668 e_above_lowest_kcal_mol=70.77 spin_multiplicity=1 total_charge=+1
C 1.389 0.293 0.692
C 1.565 1.393 -0.084
C -0.675 -0.118 -0.672
C 0.167 -0.415 0.432
C -0.330 1.004 -1.573
C -1.604 -1.816 0.522
N -1.681 -0.939 -0.636
N 0.771 1.734 -1.064
N -0.382 -1.342 1.186
O -0.933 1.440 -2.470
H 2.159 -0.076 1.364
H 2.459 2.084 0.102
H -2.486 -1.580 1.151
H -1.590 -2.857 0.090
H 0.970 2.572 -1.648
H 0.200 -1.379 2.606